# 1
This record from the Open Molecules 2025 dataset describes a cluster of 3 separate species, C5H14N in total. The level of theory is the ωB97M-V functional and the def2-TZVPD basis.

The geometry in XYZ format:
```
20
C5H14N | the Open Molecules 2025 dataset | the ωB97M-V functional and the def2-TZVPD basis
H -1.51611 1.31633 -1.01919
H -2.03451 -1.71063 -1.15320
H 0.58511 -1.87339 -0.68617
H 2.32616 -1.04309 1.07525
C 1.53936 -0.58278 1.68705
H -1.62217 -3.05134 -0.02957
H 2.46054 0.89523 -0.40530
C -0.19864 -1.42587 -0.10252
N -0.72165 1.31448 -0.38327
H -1.48801 3.41188 -2.34207
H 1.41816 -1.06617 2.64558
H 1.87812 0.43030 1.91098
H 2.70798 1.25642 -1.00824
H -0.57431 -0.16522 1.57205
H -0.92531 3.90021 -2.43697
C 0.25309 -0.43779 0.90765
H -2.24327 -1.56762 0.54965
C -0.04153 0.20822 -0.37945
C -1.56481 -1.98998 -0.21154
H -0.23822 2.18080 -0.19069
```

Output
Energy above the lowest of the compared OMol25 structures with the same formula, charge and spin (eV): 5.263
Charge: +1
HOMO energy (eV): -15.032
Orbital gap (eV): 9.2430

Results of the natural (NBO) charge analysis, in e, for atoms 1 through 6: 0.421 0.247 0.257 0.231 -0.614 0.262



# 2
This record from the Open Molecules 2025 dataset describes a cluster of 3 separate species, C5H14N in total. The level of theory is the ωB97M-V functional and the def2-TZVPD basis.

The geometry in XYZ format:
```
20
C5H14N | the Open Molecules 2025 dataset | the ωB97M-V functional and the def2-TZVPD basis
H 0.65043 0.21712 -1.84209
C 1.61476 0.26623 -1.23588
H 2.54309 -0.18182 -1.72251
H 2.44458 -0.96050 2.02280
H -3.47670 -0.64571 0.26937
H -2.81325 -0.90507 -1.29816
H -4.13317 0.31592 -1.19744
C -0.03103 -0.14669 0.57148
N -2.37033 1.00843 -0.33783
C 2.34867 -0.07631 1.38390
H 1.57546 -1.42065 -0.16698
H 1.80054 1.31452 -1.06256
H 3.29599 0.49106 1.30491
H 1.61131 0.56433 1.93300
H -1.60536 0.91393 -0.97606
H -0.06582 0.47806 1.48203
C -3.26642 -0.16500 -0.68443
C 1.48849 -0.32855 0.20041
H -0.26922 -1.22595 0.91405
H -1.34201 0.48664 0.44199
```

Output
Energy above the lowest of the compared OMol25 structures with the same formula, charge and spin (eV): 7.769
Charge: +1
HOMO energy (eV): -15.126
Orbital gap (eV): 7.0144

Results of the Löwdin charge analysis, in e, for atoms 1 through 6: 0.096 -0.060 0.115 0.102 0.091 0.068



# 3
This record from the Open Molecules 2025 dataset describes a cluster of 2 separate species, C5H14N in total. The level of theory is the ωB97M-V functional and the def2-TZVPD basis.

The geometry in XYZ format:
```
20
C5H14N | the Open Molecules 2025 dataset | the ωB97M-V functional and the def2-TZVPD basis
H -0.78303 2.04925 -1.58688
H -0.17641 -0.45919 -1.54608
H 2.46522 -1.16338 1.55567
H -1.85019 -0.89710 -1.16571
C 2.65309 -0.59917 0.65087
H -2.38106 1.59339 -1.25450
H -1.48800 1.01235 -2.79444
C -1.46936 1.17458 -1.69940
C -0.99791 0.06599 0.53871
H 0.38390 -1.60138 0.68662
C -1.07778 -0.08904 -1.04267
H 3.03573 -1.06976 -0.24425
H 2.28205 1.13715 -0.24776
H -0.23527 -0.97651 2.22539
H 1.63736 0.96734 1.34170
C -0.50735 -1.22532 1.19234
N 2.28612 0.62005 0.63041
H -1.34597 -1.91224 1.13454
H -0.44787 0.99174 0.73518
H -1.98328 0.38123 0.89027
```

Output
Energy above the lowest of the compared OMol25 structures with the same formula, charge and spin (eV): 2.179
Charge: +2
Spin multiplicity: 2
HOMO energy (spin up / spin down) (eV): -20.957 / -21.012
Expectation value of S²: 0.75
Orbital gap (spin up / spin down) (eV): 11.5730 / 6.8755

Results of the natural (NBO) charge analysis, in e, for atoms 1 through 6: 0.315 0.254 0.247 0.360 0.176 0.283



- charge of number 2 (C5H14N)?
  +1